Computed, not measured: an isolated ion of composition C23H21ClF3N2O and charge +1 in a non-equilibrium geometry, with ωB97M-V with the def2-TZVPD basis set.

Structure (ORCA input):
```
! RIJCOSX wB97M-V def2-TZVPD def2/J DEFGRID3
* xyz 1 1
C -2.5340 1.7130 -0.0658
N -1.1473 1.5792 -0.4755
C -0.6852 2.7677 -1.1641
C -0.2556 0.8445 0.3949
C 1.2323 1.1876 0.1754
C 1.7248 2.3718 0.7455
C 3.0672 2.7181 0.6226
C 3.9291 1.8296 -0.0150
C 5.3902 2.1872 -0.1258
F 6.2035 1.0951 0.0106
F 5.6800 2.7471 -1.3495
F 5.7771 3.0953 0.8225
C 3.4679 0.6458 -0.5781
C 2.1044 0.3399 -0.5145
C -0.5393 -0.6323 0.2597
C -1.9920 -1.0776 0.3956
O -2.5198 -1.1980 1.5010
C -2.7530 -1.4413 -0.8459
C -4.1333 -1.1966 -0.8726
C -4.8309 -1.3450 -2.0689
C -4.1844 -1.8468 -3.2026
C -2.8379 -2.2277 -3.1326
C -2.1282 -2.0548 -1.9428
N 0.2011 -1.4276 1.2848
C 1.0518 -2.3920 0.8921
C 1.8388 -3.0632 1.8090
C 1.7207 -2.7755 3.1661
C 0.7779 -1.8224 3.5575
Cl 0.5616 -1.4006 5.2010
C 0.0063 -1.1615 2.6046
H -2.7720 2.7783 0.0629
H -3.1979 1.3208 -0.8498
H -2.7507 1.1919 0.8721
H -1.5411 3.1597 -1.7326
H -0.3502 3.5623 -0.4696
H 0.1315 2.5438 -1.8641
H -0.4767 1.1535 1.4380
H 1.0404 3.0379 1.2836
H 3.4332 3.6631 1.0209
H 4.1600 -0.0337 -1.0704
H 1.7494 -0.5638 -1.0193
H -0.1890 -0.9380 -0.7265
H -4.6261 -0.8531 0.0418
H -5.8876 -1.0746 -2.1118
H -4.7140 -1.9262 -4.1514
H -2.3359 -2.6626 -3.9941
H -1.0903 -2.3719 -1.8434
H 1.0966 -2.5676 -0.1870
H 2.5511 -3.7811 1.4163
H 2.3393 -3.2437 3.9158
H -0.7641 -0.4540 2.8795
*
```

Properties
E: -1833.3462 hartree
LUMO level: -0.1586 Ha
gap between HOMO and LUMO: 7.147 eV